No. 1
28
Properties=species:S:1:pos:R:3 method="wB97M-V/def2-TZVPD" smiles=[NH3+]C(c1cccc(F)c1)c1cccc(F)c1 total_charge=+1 e_lumo_ev=-3.43 homo_ev=-12.94 homo_lumo_gap_ev=9.50
H 4.9989 0.4880 1.3958
C 2.3294 -1.6677 1.7502
C -4.0628 0.1141 1.4254
H -0.0472 -2.3038 2.3689
H -5.0926 0.4744 1.3499
C 2.9070 1.0101 1.4382
F -3.2804 2.3672 1.4500
C -0.0430 -1.2031 2.3937
C -2.4086 -1.6656 1.6953
H -2.1238 -2.7215 1.6331
C 1.5614 0.6251 1.5813
C 1.3001 -0.7211 1.8690
C 3.9682 0.1199 1.4450
H -0.0261 0.1268 4.0706
C -3.0112 1.0181 1.5044
C -1.6765 0.6444 1.7204
F 3.1625 2.3587 1.3537
H 2.0564 -2.7275 1.7203
H 4.4423 -1.9897 1.4821
C -3.7285 -1.2515 1.4847
H 0.7738 1.3483 1.3959
N -0.0312 -0.8729 3.8658
C 3.6467 -1.2454 1.5470
H -4.5164 -2.0009 1.3792
H 0.8035 -1.2558 4.3474
H -0.8635 -1.2544 4.3519
H -0.9001 1.4122 1.7018
C -1.3920 -0.7138 1.8901



No. 2
63
Properties=species:S:1:pos:R:3 method="wB97M-V/def2-TZVPD" total_charge=0 e_lumo_ev=-2.28 homo_ev=-4.28 homo_lumo_gap_ev=2.01
O 8.2503 -0.7935 -8.0335
H -6.4871 -2.2836 2.0599
H 5.6324 7.8877 -2.1968
H -7.5309 -2.5879 -1.5330
H -7.9275 -3.9047 3.8362
K -0.5082 0.3802 -0.6175
C 1.2408 -8.8923 4.8904
C -7.1638 4.1003 2.2473
H 2.6368 7.6198 1.1413
C 6.4552 0.3241 -6.9523
H -8.5045 -3.4003 -0.4194
H 6.5363 9.6542 -0.0714
S 3.5932 6.7309 -0.8874
H -7.4778 3.0567 2.2289
H -5.8452 3.9605 3.8268
C -6.1721 -3.2310 2.4973
C 2.3715 7.6638 0.0850
O 3.5914 -1.1873 -5.4708
O 1.4522 -10.0863 5.1081
C -6.8783 -3.6123 3.7944
C 0.3586 -8.4441 3.8143
C 6.1240 -1.8630 -7.9353
H -6.3428 -4.4873 4.1628
H 7.6247 8.4466 0.1433
O -6.1074 -5.1842 -0.8145
C 6.9657 8.8273 -0.6370
C 0.9218 -6.0157 3.9438
H 2.3020 8.7239 -0.1587
O 4.8829 7.5967 -0.3225
C 1.9985 -7.7342 5.4860
C 0.1834 -7.1723 3.4472
C 1.9239 -6.4337 5.0407
H -0.5953 -7.0955 2.7028
H -7.9315 4.5766 2.8572
C 7.0733 -0.7627 -7.6993
H -5.5197 5.2705 2.7459
C -7.5238 -2.9312 -0.4985
H 1.4051 7.2632 -0.2210
H -7.3440 4.3638 1.2051
O 3.3256 7.1472 -2.2649
H 6.4857 6.7646 -1.3829
C 5.9827 7.7101 -1.1800
C 4.9736 -2.0191 -7.1984
H 7.6078 9.3359 -1.3561
H 2.4821 -5.6091 5.4589
C 4.5513 -1.0617 -6.2168
S -6.0593 -3.9305 -0.0411
H -6.8319 -2.7651 4.4786
H -0.2396 -9.2256 3.3698
O -4.8141 3.5506 2.0213
O -4.9498 -3.0520 -0.1352
H 4.2330 -2.6995 -7.5921
H 2.6249 -7.9594 6.3364
H -7.5324 -2.0321 0.1177
H 4.9793 1.0695 -5.6312
C 5.3528 0.2101 -6.1683
H 6.8848 1.3140 -6.9098
H 6.1646 -2.5305 -8.7833
O 0.7552 -4.8965 3.5780
O -6.4354 -4.2153 1.5757
O 3.6670 5.3523 -0.4000
H -5.1383 -3.0037 2.7576
C -5.7336 4.2019 2.7698



No. 3
70
Properties=species:S:1:pos:R:3 method="wB97M-V/def2-TZVPD" total_charge=0 e_lumo_ev=-0.14 homo_ev=-7.94 homo_lumo_gap_ev=7.79
N 7.6751 -3.1530 0.6760
C 1.6765 -0.9677 -4.3716
C 0.2767 -1.0486 -3.9518
H 5.4515 -5.0531 0.2898
H -0.5831 3.2669 1.4158
C -6.6992 3.1769 -2.6415
H -0.7759 0.7879 -1.0629
C 4.7397 -4.7998 1.0782
H -6.8938 3.7426 -0.6024
I -6.2130 0.7497 2.1145
C 1.4345 2.2414 -1.7225
H 9.3334 -1.0353 2.3753
N -7.1277 2.7335 -3.6120
H -3.1755 4.2800 -3.2771
H 8.2197 -1.7965 3.5046
O -3.0628 2.7463 1.2468
C -3.5971 -0.7764 1.1170
S -1.7085 3.5756 0.6442
N -2.6220 0.3483 0.7595
C -0.3459 0.4346 -0.0687
C 4.1149 -2.9953 4.3397
N -0.8223 -1.1138 -3.6210
H 1.9323 4.2902 -1.9986
H -5.2906 3.1732 -1.0500
H -3.1135 4.9218 -1.6399
C 1.3196 -1.4558 0.8984
H 0.1756 1.3267 0.4112
H -5.8265 4.7740 -1.5458
H 3.2453 3.1689 -2.3397
H -5.0478 0.0401 -0.3785
H -1.0208 -0.3740 1.7847
C -2.7156 1.4490 1.7398
C 2.1641 3.3072 -2.4155
N 2.3543 -4.3331 0.1162
H -4.1573 5.6723 -2.8415
H 1.9143 3.3386 -3.4785
H -5.6806 -2.3999 -0.4760
C 0.8084 -0.6879 -0.4176
C -5.9975 -1.7881 0.4307
C 3.4045 -4.5392 0.5378
H 3.0269 -4.8120 4.1743
H 1.7002 -0.1903 -0.9293
H 2.0477 -3.4114 4.5926
C 8.3058 -1.3854 2.4966
C -5.0918 -0.4666 0.6540
O -2.5454 1.2969 2.9569
H 3.0926 -4.1472 5.8023
H -7.0519 -1.3874 0.1853
H 0.5767 -2.2433 1.2659
H 1.9448 -1.7923 -5.0357
H 1.8817 -0.0384 -4.9080
H 2.3486 -1.9212 0.7726
C -2.0894 6.0964 -3.0850
N 4.9740 -2.3011 4.0185
N -1.3541 -0.2418 0.8183
C 3.0220 -3.8809 4.7454
H 0.3021 -1.4300 -1.1400
C -6.1537 3.7417 -1.4056
N 0.8576 1.3985 -1.1731
H 5.1378 -3.9301 1.6057
H 1.4053 -0.6745 1.7438
C 7.9517 -2.3753 1.4772
H -3.4994 -0.9965 2.2452
H 4.7318 -5.6321 1.7861
H 2.3546 -1.0059 -3.5156
C -3.1818 5.2038 -2.6938
H -6.1254 -2.4081 1.3816
N -1.2305 6.7966 -3.3922
H 7.6566 -0.5086 2.4481
I -2.7588 -2.5816 0.1410